This record from OMol25 describes a cluster of 2 separate species, C6H6IN2OS in total in a non-equilibrium geometry. The level of theory is wB97M-V/def2-TZVPD.

Geometry as XYZ:
```
17
Properties=species:S:1:pos:R:3:forces:R:3
C 1.126396 2.101519 -0.964975 2.968 -0.597 -1.117
C 0.053921 1.889340 -0.183723 -1.467 -2.989 1.557
C 1.937112 1.016728 -1.413428 -2.268 0.211 2.240
C -0.226588 0.631811 0.371711 -1.092 0.140 0.531
C 1.578352 -0.256613 -0.927436 4.569 -0.279 -3.653
C 0.605986 -0.454360 -0.028657 -2.546 0.045 1.326
N -3.179184 -0.190224 3.908234 0.444 -0.545 -0.681
N -2.692717 -0.780461 3.123461 -0.557 0.602 0.732
O -0.453072 -1.897365 1.704254 -0.665 -0.787 0.693
S 0.358901 -2.067881 0.540930 0.631 1.290 -0.138
I -1.238359 -3.256959 -1.762373 0.765 -0.111 -0.413
H 1.434354 3.131617 -1.059088 0.047 0.088 -0.818
H -0.616760 2.642908 0.039649 -0.975 1.673 0.602
H 2.844687 1.171195 -1.921317 0.743 0.102 -0.827
H -1.114002 0.529016 1.107247 1.749 -0.089 -1.401
H 2.280298 -1.093466 -1.323201 -1.491 1.128 0.988
H -2.699324 -3.116807 -1.211289 -0.857 0.118 0.376
```
Positions in Å, forces in eV/Å.

## Properties
total charge = +1

This record from OMol25 describes the molecule C6H11NO in a non-equilibrium geometry. The level of theory is wB97M-V/def2-TZVPD.

Geometry as XYZ:
```
19
Properties=species:S:1:pos:R:3:forces:R:3
C -0.994634 2.428703 -0.605275 1.511 -2.916 -1.828
O -1.066941 2.572277 -2.035126 -0.641 1.446 -1.354
C -1.462960 0.924173 -0.400798 -3.263 0.404 1.951
C -0.547280 -0.156138 -0.873297 4.840 2.292 -0.581
C 0.557703 -0.498243 0.207481 -1.295 0.945 0.223
C 1.092401 -1.720106 0.381990 -0.313 0.935 0.418
N 2.158510 -2.006447 1.271984 0.111 -0.869 1.298
C 2.122099 -2.884146 2.216768 0.450 2.278 -2.522
H 0.113890 2.519150 -0.408356 -1.252 0.079 0.749
H -1.651550 2.992446 0.000868 -0.439 1.310 0.311
H -0.975419 3.458772 -2.507537 -0.046 -1.505 1.903
H -1.758928 0.777242 0.706182 1.037 0.297 -1.171
H -2.552058 0.732083 -0.785529 1.997 0.893 -0.129
H 0.171450 0.451992 -1.672255 -1.917 -1.824 1.311
H -0.988792 -0.988553 -1.372138 -0.286 -0.591 -0.143
H 0.754516 0.443921 0.864871 0.204 -2.037 -1.103
H 0.730998 -2.516766 -0.258544 0.140 -0.221 0.007
H 1.308753 -3.484077 2.465148 -1.817 -1.002 0.208
H 2.988244 -3.046282 2.803563 0.982 0.084 0.453
```
Positions in Å, forces in eV/Å.

## Properties
SMILES = C=N/C=C/CCCO
total charge = 0

What did we get for frontier orbital gap? Answer: 6.947 9.329 eV, in the order shown.
What did we get for energy above the lowest of the compared OMol25 structures with the same formula, charge and spin? Answer: 0.0 86.4 kcal/mol, in the order shown.